No. 1
Below is a molecular structure, C39H44AsSn at a distorted geometry, with properties calculated with wB97M-V/def2-TZVPD.

The geometry in XYZ format:
```
85
Properties=species:S:1:pos:R:3:forces:R:3:mulliken_charge:R:1
C 1.6073 -2.7446 0.2283 1.91 1.11 -0.43 0.2792
C 2.5739 -2.0587 -0.5640 -1.05 -0.48 0.66 0.9650
C 2.1081 -2.0383 -1.9004 0.44 0.21 0.99 0.1610
C 0.8123 -2.6379 -1.9318 -1.25 -0.93 2.10 1.1395
C 0.5113 -3.0900 -0.6224 -0.49 0.61 -2.77 0.2105
Sn -0.2886 0.0268 0.5905 1.08 0.40 -0.82 0.8413
C -2.3761 2.5496 -0.4774 -1.97 -0.25 0.46 2.1544
C -2.4385 1.9060 0.9073 -0.17 -1.59 -0.50 -0.7780
H -2.3919 2.6211 1.7501 0.37 -0.62 -0.32 0.2511
C -2.5789 0.5330 1.1143 -0.94 1.54 0.39 -1.0782
H -2.9714 -0.1202 0.3192 0.42 0.39 0.15 0.4979
H -2.6502 0.0993 2.1253 -0.05 0.43 -0.42 0.4998
C -3.2400 3.8404 -0.4420 0.21 -0.14 0.25 -1.9542
H -2.8103 4.5746 0.2612 -0.25 -0.16 -0.28 0.4004
H -3.2667 4.2603 -1.4570 -0.13 0.00 0.47 0.5401
H -4.2730 3.5989 -0.1437 0.39 0.12 -0.05 0.4614
C -2.9344 1.7013 -1.6474 -0.08 0.07 0.19 -1.9326
H -2.3638 0.7685 -1.7965 -0.44 0.22 0.09 0.3362
H -4.0131 1.5404 -1.5187 0.31 -0.27 -0.07 0.4236
H -2.7930 2.3112 -2.5556 -0.09 -0.33 0.26 0.4840
C 3.8371 -1.4559 -0.0908 0.68 0.08 0.02 -1.5891
H 3.8540 -1.3627 0.9999 0.07 0.05 -0.18 0.2957
H 4.7054 -2.0639 -0.3865 -0.06 0.19 0.11 0.3453
H 3.9766 -0.4553 -0.5244 0.07 -0.16 0.16 0.3521
C 2.8582 -1.4899 -3.0519 0.18 -0.07 -0.45 -1.2850
H 2.8984 -0.3880 -3.0322 0.08 -0.29 0.00 0.2709
H 3.8961 -1.8568 -3.0382 -0.24 0.19 0.00 0.3994
H 2.4052 -1.7988 -4.0027 0.13 0.15 0.20 0.3784
C -0.0637 -2.7517 -3.1183 -0.20 -0.11 -0.48 -1.7214
H 0.0283 -1.8634 -3.7585 -0.09 -0.22 0.05 0.3763
H 0.1955 -3.6316 -3.7285 -0.12 0.23 0.06 0.2958
H -1.1153 -2.8534 -2.8217 0.22 0.01 -0.15 0.3911
C -0.7190 -3.8039 -0.2088 -0.29 -0.38 0.12 -1.4663
H -1.5896 -3.4644 -0.7859 0.15 -0.13 0.16 0.3708
H -0.6129 -4.8869 -0.3828 -0.13 0.22 0.09 0.3162
H -0.9296 -3.6668 0.8603 -0.02 -0.03 -0.24 0.3049
C 1.7285 -3.0746 1.6691 0.04 -0.13 0.33 -1.2977
H 0.7541 -3.0530 2.1814 0.27 0.03 -0.13 0.2342
H 2.1364 -4.0922 1.8000 -0.13 0.25 -0.03 0.3591
H 2.4168 -2.3876 2.1807 -0.19 -0.17 -0.10 0.2479
C -0.0756 1.6610 -0.9118 -0.39 -3.65 -1.62 -0.3587
C -0.9748 2.8143 -0.8885 3.08 1.53 1.42 1.4595
C 0.6866 1.4110 -2.0564 -0.27 -0.04 0.09 -0.0295
C -0.8059 3.8443 -1.9512 0.57 0.14 -0.39 -0.9181
H -0.1457 2.9030 -0.0259 -1.70 2.25 0.10 -0.5163
C 0.7538 2.3698 -3.0710 0.41 -0.31 -0.55 -0.4555
H 1.1335 0.4134 -2.2150 0.16 0.80 0.34 -0.1343
C 0.0424 3.6010 -2.9938 -0.40 0.39 0.75 -0.7471
H -1.3295 4.8091 -1.8647 0.35 -0.65 -0.08 0.4734
H 1.3716 2.1704 -3.9458 -0.20 0.04 0.15 0.4406
H 0.1698 4.3837 -3.7454 0.06 -0.41 0.10 0.4262
C 0.3748 5.7890 5.1432 0.01 -0.22 -0.14 -0.5390
C 0.4599 5.7244 3.7470 0.05 -0.03 0.04 -0.6474
C 0.5554 4.4859 3.1053 -0.12 -0.04 0.62 -0.4439
C 0.5575 3.3103 3.8749 0.03 0.39 -0.85 0.4249
C 0.4946 3.3680 5.2698 -0.06 0.25 0.03 0.0206
C 0.3898 4.6142 5.9045 0.06 -0.10 -0.34 -0.7404
As 0.7387 1.6272 2.8517 0.24 -0.04 1.96 0.8848
C 2.6301 1.2424 3.2521 0.13 0.18 -0.61 0.5110
C 3.5607 1.4843 2.2240 0.07 -0.21 0.46 -0.5924
C 4.9287 1.3075 2.4662 -0.09 0.00 0.18 -0.5565
C 5.3680 0.9004 3.7343 -0.23 0.05 -0.22 -0.5485
C 4.4388 0.6703 4.7539 -0.17 0.08 -0.13 -0.6995
C 3.0686 0.8531 4.5192 0.35 -0.05 -0.01 -0.2211
C -0.1588 0.4793 4.1903 -0.02 -0.06 -0.73 0.4540
C 0.3539 -0.7989 4.4393 -0.42 0.06 0.14 -0.5568
C -0.3929 -1.6940 5.2083 0.05 0.13 0.02 -0.7770
C -1.6298 -1.3078 5.7311 0.05 -0.01 -0.10 -0.6747
C -2.1403 -0.0334 5.4712 0.17 0.10 -0.13 -0.6560
C -1.4127 0.8674 4.6875 0.21 -0.48 0.02 -0.7040
H 0.3019 6.7584 5.6401 0.00 -0.31 -0.17 0.3888
H 0.4546 6.6420 3.1530 0.01 -0.30 0.24 0.4232
H 0.6305 4.4224 2.0170 -0.06 0.11 0.29 0.3242
H 0.5125 2.4574 5.8729 -0.02 0.29 -0.22 0.3145
H 0.3169 4.6612 6.9939 0.07 -0.01 -0.38 0.4041
H 3.2159 1.8215 1.2447 0.11 -0.13 0.18 0.3542
H 5.6557 1.4911 1.6684 -0.31 -0.06 0.32 0.4163
H 6.4377 0.7685 3.9229 -0.43 0.03 -0.06 0.3910
H 4.7766 0.3478 5.7420 -0.11 0.14 -0.34 0.4266
H 2.3557 0.6839 5.3289 0.25 0.06 -0.25 0.3080
H 1.3332 -1.0865 4.0476 -0.40 0.03 0.08 0.4561
H 0.0045 -2.6926 5.3929 -0.16 0.25 0.04 0.4670
H -2.2035 -2.0084 6.3384 0.15 0.19 -0.17 0.4005
H -3.1091 0.2668 5.8670 0.21 -0.12 -0.03 0.4347
H -1.8097 1.8634 4.4742 0.11 -0.30 0.10 0.4318
```
Forces are in eV/Å.

The LUMO energy (spin up / spin down) comes out at -3.56 / -3.67 eV. The multiplicity is 1. The calculation puts the HOMO energy (spin up / spin down) at -9.691 / -8.865 eV. The charge is +1.

***

No. 2
Below is a molecular structure, C39H44Br2MnN4OP2Se at a distorted geometry, with properties calculated with wB97M-V/def2-TZVPD.

The geometry in XYZ format:
```
94
Properties=species:S:1:pos:R:3:forces:R:3:mulliken_charge:R:1
Mn 0.3762 -0.5166 -0.1483 -1.50 0.39 -0.94 0.8992
C 2.2198 0.2006 2.8035 -0.10 -0.16 -0.05 -1.5276
C 0.9271 -0.4123 3.3444 -0.03 0.07 -0.21 0.3223
C 0.6210 0.1449 4.7296 -0.03 -0.14 -0.05 -1.5329
P -0.4132 -0.1416 2.0580 -0.42 0.31 1.96 0.7353
C -1.9304 -0.7869 2.9135 0.12 0.14 -0.18 0.4375
C -3.1350 -0.7011 1.9784 0.06 0.09 0.10 -1.2051
C -1.6833 -2.2394 3.3275 0.03 0.08 -0.02 -1.4168
C -0.4432 1.6699 2.0221 0.00 -0.14 -0.26 0.1157
C -0.9974 2.4636 3.0216 -0.01 0.12 -0.20 -0.1869
C -0.7471 3.8237 3.0683 -0.12 0.12 0.19 -1.1401
C 0.1758 4.3614 2.1781 0.02 -0.09 -0.04 -0.9658
C 0.7360 3.5927 1.1775 -0.07 -0.02 0.04 -0.7665
C 0.3563 2.2454 0.9855 -0.06 -0.02 -0.04 -0.7473
N 0.7788 1.4550 -0.0635 0.57 1.32 0.26 1.5091
C 1.4681 2.0146 -1.1422 0.30 0.03 0.23 -0.8669
C 1.1832 3.2716 -1.7086 -0.03 -0.10 -0.08 -0.0205
C 1.9541 3.7784 -2.7377 -0.01 0.01 0.08 -1.0602
C 3.0431 3.0706 -3.2344 0.07 0.01 -0.19 -0.9324
C 3.2843 1.7924 -2.7633 -0.15 0.05 0.05 -0.1169
C 2.4953 1.2522 -1.7534 -0.32 -0.09 0.14 -0.8408
P 2.5189 -0.4940 -1.2478 1.81 -0.03 -1.03 0.4074
C 4.2880 -0.8223 -0.7253 -0.15 0.13 0.07 0.4446
C 4.8494 0.3339 0.1046 -0.02 0.00 -0.13 -1.3840
C 4.4061 -2.1316 0.0603 0.02 0.01 -0.10 -1.2246
C 2.4380 -1.3487 -2.9083 -0.18 0.04 0.19 0.4089
C 1.2219 -0.8150 -3.6635 0.11 0.08 -0.01 -1.1642
C 2.3021 -2.8618 -2.7360 0.07 0.08 0.02 -1.4048
H 3.0840 -0.1449 3.3734 0.00 -0.02 0.03 0.7055
H 2.1835 1.2895 2.8610 0.01 0.03 -0.05 0.2342
H 2.3550 -0.0809 1.7566 0.17 0.04 0.04 -0.2084
H 1.0559 -1.4982 3.3968 -0.03 0.01 -0.04 0.8219
H 0.4244 1.2154 4.6780 0.03 0.02 0.03 0.2979
H 1.4888 -0.0013 5.3767 -0.01 -0.02 0.04 0.4729
H -0.2332 -0.3442 5.1994 -0.02 0.01 0.02 0.3292
H -2.1100 -0.1765 3.8038 -0.04 -0.03 -0.01 0.7627
H -2.9808 -1.3297 1.1018 -0.01 -0.04 -0.02 0.0568
H -3.3032 0.3190 1.6353 -0.07 0.02 -0.04 0.1276
H -4.0354 -1.0463 2.4901 -0.02 0.01 0.00 0.5773
H -1.3053 -2.8184 2.4808 0.01 -0.06 0.01 0.2171
H -2.6197 -2.6969 3.6514 0.00 0.00 0.03 0.5052
H -0.9644 -2.3184 4.1423 0.00 -0.04 -0.01 0.2820
H -1.6393 2.0169 3.7721 0.00 -0.04 0.00 0.4004
H -1.2226 4.4482 3.8126 0.04 -0.01 0.05 0.4684
H 0.4724 5.3987 2.2708 -0.01 0.02 0.00 0.3655
H 1.4926 4.0281 0.5427 -0.07 0.05 -0.06 0.7055
H 0.3277 3.8300 -1.3535 0.03 0.04 0.05 0.6699
H 1.6968 4.7389 -3.1664 0.03 0.04 0.03 0.4396
H 3.6659 3.4984 -4.0088 -0.01 -0.01 -0.03 0.4308
H 4.0861 1.2018 -3.1927 0.01 -0.02 -0.01 0.3786
H 4.8605 -0.8926 -1.6574 0.02 -0.02 0.04 0.6709
H 4.3903 0.3657 1.0922 -0.01 0.02 0.03 0.1651
H 4.6881 1.2961 -0.3792 0.04 0.03 0.04 0.2656
H 5.9235 0.1933 0.2384 0.01 -0.01 0.04 0.5567
H 3.6421 -2.1903 0.8377 0.01 -0.02 0.03 0.0390
H 5.3884 -2.1875 0.5339 0.01 0.00 0.02 0.4667
H 4.3013 -3.0083 -0.5749 -0.05 -0.04 0.05 0.3487
H 3.3563 -1.1180 -3.4585 -0.03 0.02 -0.01 0.8666
H 0.3359 -0.8727 -3.0191 -0.06 -0.08 -0.12 -0.1021
H 1.0311 -1.4125 -4.5568 -0.05 -0.03 0.01 0.5220
H 1.3552 0.2229 -3.9666 -0.02 0.01 -0.01 0.1911
H 1.3635 -3.0958 -2.2320 0.01 -0.06 0.02 0.1416
H 3.1135 -3.2845 -2.1482 -0.02 -0.07 -0.02 0.2065
H 2.3002 -3.3521 -3.7113 -0.01 0.00 -0.02 0.5295
Br 1.5834 -5.0440 1.2537 -0.17 -0.06 -0.05 -0.2015
C -0.0295 -4.6277 0.3523 0.18 0.47 -0.03 0.2555
C -0.9881 -5.6088 0.1130 -0.38 -0.05 -0.20 -0.2983
C -2.1462 -5.2868 -0.5486 0.06 -0.36 0.09 0.1482
Br -3.4390 -6.6580 -0.8110 0.04 0.05 -0.03 -0.2464
C -2.4043 -3.9759 -1.0075 0.25 0.04 0.23 0.9235
C -3.5706 -3.5715 -1.6797 -0.05 0.56 -0.06 -1.3339
C -3.7119 -2.2442 -2.0017 -0.37 -0.59 -0.03 -0.9885
C -2.7090 -1.3339 -1.6761 0.63 0.20 0.26 -0.1374
N -1.5769 -1.6672 -1.0762 -0.48 -0.22 -0.24 0.5714
C -1.4285 -2.9803 -0.7340 -0.13 -0.06 -0.10 -0.1848
C -0.2149 -3.3040 -0.0430 0.46 -0.12 0.31 -0.6317
O 0.6408 -2.3674 0.1929 0.31 -2.16 0.26 -0.0275
H -0.8239 -6.6224 0.4495 0.03 0.00 0.02 0.4792
H -4.3468 -4.2856 -1.9135 0.02 -0.05 0.00 0.3768
H -4.6064 -1.8880 -2.4933 0.00 0.02 -0.03 0.5314
H -2.8470 -0.2882 -1.8978 0.01 0.02 -0.02 0.1409
Se -1.3548 1.6461 -3.2058 -0.16 0.08 0.37 0.3084
N -1.6417 1.6077 -1.4445 -0.47 0.33 -0.32 -0.3184
C -2.7223 2.3559 -1.2225 0.38 -0.16 -0.69 0.5228
C -3.2727 2.6539 0.0467 -0.47 0.22 0.59 0.2007
C -4.4013 3.4166 0.1246 0.52 -0.39 0.29 -1.0795
C -5.0449 3.9196 -1.0357 -0.03 0.06 -0.72 -0.5272
C -4.5362 3.6853 -2.2779 -0.52 0.36 0.30 -0.7989
C -3.3550 2.9139 -2.4014 0.49 -0.29 -0.22 0.7800
N -2.7670 2.6415 -3.5583 -0.13 0.05 0.01 -0.8202
H -2.7807 2.2998 0.9392 0.10 -0.02 0.02 0.3494
H -4.8141 3.6502 1.0973 0.00 0.00 0.01 0.4689
H -5.9512 4.5008 -0.9292 0.01 0.03 0.01 0.3808
H -5.0020 4.0702 -3.1745 -0.02 0.02 0.01 0.4721
```
Forces are in eV/Å.

The LUMO energy (spin up / spin down) comes out at -0.85 / -0.85 eV. The multiplicity is 6. The calculation puts the HOMO energy (spin up / spin down) at -6.411 / -6.915 eV. The energy above the lowest of the compared OMol25 structures with the same formula, charge and spin is 12.9 kcal per mole.